DFT (ωB97M-V/def2-TZVPD) results for a structure of composition C25H38F2N3NaSi2Te.

```
! wB97M-V def2-TZVPD RIJCOSX def2/J DEFGRID3
* xyz 0 1
Na -0.075 -0.177 -0.265
F 5.488 0.413 -1.441
C 4.520 0.300 -0.501
C 3.199 0.178 -0.881
C 2.170 0.055 0.064
C 2.547 0.067 1.433
C 3.898 0.202 1.759
F 4.320 0.236 3.055
C 4.904 0.318 0.823
C 1.473 -0.065 2.478
C 1.701 -0.072 3.861
C 0.640 -0.181 4.741
C -0.654 -0.285 4.253
C -0.803 -0.272 2.880
N 0.210 -0.167 2.021
H 2.984 0.190 -1.948
H 5.937 0.419 1.125
H 2.700 0.011 4.252
H 0.826 -0.183 5.808
H -1.511 -0.367 4.908
H -1.793 -0.340 2.433
N -2.342 -0.071 -0.399
C -3.489 -0.001 -0.245
N -4.794 0.089 -0.080
C -5.693 0.041 -1.243
C -6.599 -1.212 -1.192
C -6.241 -2.099 0.001
C -6.343 -1.286 1.291
C -5.383 -0.075 1.257
H -5.070 0.042 -2.133
H -6.285 0.956 -1.259
H -6.519 -1.767 -2.126
H -7.641 -0.902 -1.092
H -5.227 -2.492 -0.114
H -6.911 -2.957 0.043
H -6.124 -1.905 2.161
H -7.372 -0.935 1.399
H -4.563 -0.201 1.959
H -5.901 0.847 1.525
C -0.913 5.205 2.843
Si -2.231 4.611 1.666
C -3.007 3.035 2.313
C -3.558 5.921 1.529
C -1.501 4.241 -0.011
Te 0.078 2.772 0.129
C 1.673 4.195 0.013
Si 2.232 4.606 -1.728
C 2.899 3.071 -2.539
C 3.573 5.903 -1.619
C 0.823 5.286 -2.747
H -1.333 5.374 3.839
H -0.471 6.148 2.503
H -0.114 4.463 2.933
H -3.485 3.194 3.285
H -2.241 2.260 2.433
H -3.767 2.663 1.615
H -4.005 6.116 2.509
H -4.359 5.609 0.850
H -3.149 6.864 1.153
H -1.077 5.115 -0.505
H -2.256 3.819 -0.680
H 2.499 3.741 0.571
H 1.337 5.068 0.580
H 3.716 2.639 -1.952
H 3.278 3.290 -3.543
H 2.118 2.310 -2.623
H 4.414 5.546 -1.016
H 3.197 6.824 -1.163
H 3.955 6.150 -2.614
H 0.003 4.566 -2.818
H 1.172 5.499 -3.763
H 0.430 6.219 -2.329
*
```

LUMO level: -0.01 eV
highest occupied orbital energy: -6.880 eV
energy above the lowest of the compared OMol25 structures with the same formula, charge and spin: 0.218 eV
electronic energy: -63912.9224 eV


DFT (ωB97M-V/def2-TZVPD) results for a structure of composition C25H38N2O3PdS2Se.

```
! wB97M-V def2-TZVPD RIJCOSX def2/J DEFGRID3
* xyz -2 1
Pd -1.669 0.204 -0.447
C -0.599 -3.648 -5.772
C -0.898 -2.349 -5.036
C -0.623 -2.455 -3.545
N -0.916 -1.197 -2.879
C -0.567 -1.111 -1.495
S -1.400 -2.106 -0.278
N 0.881 -1.046 -1.294
C 1.885 -0.872 -2.180
O 1.775 -0.693 -3.391
C 3.275 -0.908 -1.584
C 3.587 -1.546 -0.392
C 4.890 -1.526 0.091
C 5.889 -0.882 -0.620
C 5.583 -0.253 -1.823
C 4.285 -0.270 -2.301
H -0.812 -3.569 -6.840
H -1.196 -4.473 -5.372
H 0.453 -3.921 -5.661
H -1.947 -2.068 -5.189
H -0.289 -1.533 -5.430
H 0.436 -2.679 -3.400
H -1.190 -3.291 -3.107
H -1.899 -0.965 -2.962
H 1.131 -1.052 -0.309
H 2.822 -2.037 0.194
H 5.104 -1.990 1.046
H 6.902 -0.857 -0.235
H 6.359 0.258 -2.383
H 4.017 0.207 -3.235
C 1.408 2.176 -0.861
C 0.441 2.251 -2.034
S -1.289 2.130 -1.548
O -2.080 2.471 -2.763
C -1.421 3.527 -0.426
C -1.192 4.863 -1.107
H 2.410 1.930 -1.217
H 1.124 1.403 -0.142
H 1.467 3.122 -0.320
H 0.556 1.407 -2.718
H 0.546 3.172 -2.612
H -0.729 3.328 0.394
H -2.422 3.396 -0.010
H -0.147 5.003 -1.389
H -1.466 5.676 -0.431
H -1.802 4.936 -2.008
C -4.264 1.954 2.693
C -3.159 1.033 2.143
C -1.842 1.350 2.867
C -3.554 -0.423 2.428
O -3.043 1.270 0.784
H -4.400 1.838 3.774
H -5.207 1.730 2.188
H -4.003 2.995 2.482
H -1.888 1.152 3.943
H -1.589 2.405 2.715
H -1.031 0.746 2.450
H -3.703 -0.601 3.499
H -2.773 -1.097 2.070
H -4.477 -0.657 1.891
Se 2.317 -0.354 2.517
C 1.174 -0.915 3.925
C 1.398 -0.536 5.258
C 0.563 -0.957 6.284
C -0.530 -1.775 6.019
C -0.769 -2.158 4.703
C 0.064 -1.737 3.677
H 2.244 0.105 5.475
H 0.765 -0.637 7.302
H -1.188 -2.096 6.818
H -1.628 -2.776 4.465
H -0.149 -2.025 2.652
*
```

LUMO level: 4.60 eV
highest occupied orbital energy: -1.066 eV
energy above the lowest of the compared OMol25 structures with the same formula, charge and spin: 0.000 eV
electronic energy: -126163.2546 eV


DFT (ωB97M-V/def2-TZVPD) results for a structure of composition C25H38N7NiO5S2.

```
! wB97M-V def2-TZVPD RIJCOSX def2/J DEFGRID3
* xyz 1 3
Ni 0.071 -0.428 -1.709
O 3.147 -2.592 5.925
S 3.108 -1.299 6.596
O 3.163 -1.348 8.027
O 4.000 -0.332 5.961
C 1.477 -0.617 6.159
N 0.786 0.086 7.060
C -0.346 0.639 6.652
C -0.802 0.561 5.338
C -0.002 -0.179 4.485
N 1.104 -0.788 4.893
C -0.244 -0.327 3.023
C -0.887 0.643 2.265
C -0.874 0.550 0.888
N -0.254 -0.454 0.250
C 0.299 -1.437 0.984
C 0.316 -1.417 2.356
H -0.920 1.177 7.401
H -1.725 1.035 5.030
H -1.348 1.505 2.729
H -1.325 1.311 0.259
H 0.788 -2.231 0.431
H 0.823 -2.189 2.921
C -0.343 4.467 -1.185
C -0.994 3.705 -2.334
C -0.235 3.949 -3.639
C -2.449 4.126 -2.492
N -1.055 2.269 -1.970
N 0.200 1.587 -1.991
H -0.321 5.536 -1.406
H 0.698 4.165 -1.026
H -0.895 4.318 -0.256
H -0.346 4.990 -3.944
H -0.626 3.329 -4.452
H 0.841 3.776 -3.544
H -2.519 5.203 -2.640
H -3.024 3.870 -1.599
H -2.909 3.641 -3.358
H -1.668 1.762 -2.598
H 0.747 1.937 -1.212
H 0.738 1.818 -2.826
C 4.537 -0.502 -1.903
S 3.070 0.119 -1.118
O 1.986 -0.810 -1.746
C 3.301 -0.355 0.535
C 3.256 0.656 1.493
C 3.417 0.321 2.830
C 3.595 -1.011 3.190
C 3.634 -2.012 2.219
C 3.496 -1.694 0.880
H 4.621 -1.571 -1.707
H 5.391 0.031 -1.485
H 4.447 -0.306 -2.970
H 3.099 1.689 1.195
H 3.389 1.058 3.624
H 3.666 -1.255 4.247
H 3.771 -3.044 2.522
H 3.520 -2.464 0.115
C -2.493 -4.071 -2.702
N -1.839 -2.768 -2.840
C -0.396 -2.789 -2.855
C -2.465 -1.575 -2.692
O -1.796 -0.540 -2.380
N -3.795 -1.481 -2.849
C -4.598 -2.311 -3.741
C -4.517 -0.337 -2.291
H -1.776 -4.754 -2.250
H -2.800 -4.492 -3.656
H -3.350 -3.996 -2.037
H -0.015 -3.483 -3.602
H 0.035 -3.055 -1.885
H -0.019 -1.822 -3.195
H -3.981 -2.989 -4.318
H -5.113 -1.654 -4.443
H -5.344 -2.878 -3.183
H -3.893 0.194 -1.584
H -5.409 -0.707 -1.784
H -4.827 0.343 -3.087
*
```

LUMO level (spin up / spin down): -3.01 / -4.01 eV
highest occupied orbital energy (spin up / spin down): -9.638 / -9.638 eV
electronic energy: -109916.7773 eV


> The lowest electronic energy belongs to which entry?

C25H38N2O3PdS2Se


> Which value of electronic energy does entry 1 give?

-63912.9224 eV


> The highest electronic energy belongs to which entry?

C25H38F2N3NaSi2Te